Entry 1:
Molecular formula: C4H16O3
Method: DFT, ωB97M-V/def2-TZVPD

## Properties
- HOMO level (eV) = -10.5
- charge = 0
- energy above the lowest of the compared OMol25 structures with the same formula, charge and spin (kcal/mol) = 30.8
- lowest unoccupied orbital energy (eV) = 0.642
- SMILES = CC(C)C.O.O.O

```
23
Properties=species:S:1:pos:R:3:forces:R:3
C 1.474025 1.625719 -0.828679 -0.8 -0.5 1.1
C 0.300515 0.624925 -0.876026 0.6 0.5 0.4
C 0.791483 -0.805073 -0.834304 1.3 -1.6 0.7
C -0.657178 0.938797 0.277466 0.9 -0.4 0.9
H 1.981535 1.563071 0.141213 -0.1 -0.3 0.0
H 2.232222 1.396163 -1.566054 -0.1 0.5 -0.5
H 0.998083 2.607577 -0.800541 0.6 0.3 -0.7
H -0.294171 0.832338 -1.762338 0.3 -0.2 -0.4
H 0.387634 -1.522300 -1.538476 -0.9 0.2 0.2
H 0.768410 -1.193416 0.192757 -0.8 -0.1 -0.1
H 1.859181 -1.042616 -0.987092 0.2 1.2 -0.4
H -0.274349 0.632442 1.256806 0.4 -0.5 -0.1
H -0.687911 2.015350 0.464448 -1.0 0.1 -0.6
H -1.581828 0.376309 0.140906 -0.4 0.7 -0.1
H -0.146793 0.925542 4.356143 -0.2 -0.8 0.8
H 0.526417 -0.595856 4.116341 -0.8 0.2 0.8
O 0.389514 0.314486 3.858439 1.0 0.7 -1.6
H -0.906140 -1.796150 -3.871984 0.0 -0.1 0.2
H -1.268560 -0.348903 -3.818427 0.0 0.1 0.2
O -0.974067 -1.065952 -3.244085 -0.3 -0.1 -0.8
H -1.788465 -1.032857 1.719512 0.1 -0.2 -0.4
H -1.551587 -2.575117 1.476042 -0.1 0.3 -0.4
O -1.577980 -1.874468 2.127924 0.1 -0.2 0.8
```
Positions in Å, forces in eV/Å.

Computed natural (NBO) charges, given in elementary charges: -0.601 -0.224 -0.638 -0.619 0.201 0.211 0.201 0.192 0.232 0.208 0.206 0.221 0.209 0.194 0.488 0.497 -0.983 0.469 0.470 -0.936 0.480 0.474 -0.954

Entry 2:
Molecular formula: C35H63F12O20
Method: DFT, ωB97M-V/def2-TZVPD

## Properties
- HOMO level (eV) = -4.3
- charge = -1
- energy above the lowest of the compared OMol25 structures with the same formula, charge and spin (kcal/mol) = 75.5
- lowest unoccupied orbital energy (eV) = 2.199

```
130
Properties=species:S:1:pos:R:3:forces:R:3
O 0.673553 -1.246272 -1.740205 0.9 -0.4 0.0
C -0.560607 -0.736072 -1.624105 -4.3 2.5 1.1
O -1.344717 -0.625612 -2.548605 0.3 -1.0 -3.4
O -0.939017 -0.305352 -0.489475 2.2 -0.7 1.4
H 0.813853 -1.134482 -0.797115 1.3 -0.4 0.8
C 0.229263 0.523098 2.783215 -0.5 -1.4 0.4
O 0.714483 1.550718 3.574325 2.1 1.4 0.1
C 2.153363 1.574738 3.655525 0.4 0.2 0.7
C 2.723163 0.501378 4.589185 -1.5 -0.4 -0.3
O 4.001703 0.837358 5.000555 1.3 -0.5 0.4
C 4.703093 -0.078052 5.885065 0.5 1.9 -0.5
C 6.115943 0.557078 6.107035 -0.2 0.1 0.3
O 7.085313 0.256368 5.124285 0.9 -1.1 -0.2
C 8.429743 0.639508 5.454585 -0.6 1.1 -0.4
H 0.605463 0.497088 1.760525 -0.2 0.2 -0.1
H -0.858867 0.573598 2.822195 0.0 0.1 -0.4
H 0.493773 -0.409842 3.280955 0.0 -0.6 -0.3
H 2.450353 2.554608 4.029355 -0.3 0.0 0.2
H 2.752003 1.453538 2.752725 -0.8 0.1 -0.7
H 2.708673 -0.425412 4.015655 0.2 -0.5 0.2
H 1.991423 0.415218 5.392455 0.1 -0.2 0.6
H 4.758323 -1.120632 5.571885 0.1 0.0 -0.6
H 4.165113 -0.087752 6.833005 0.1 0.1 0.3
H 6.463473 0.287898 7.104465 0.1 -0.4 0.2
H 6.084853 1.646628 6.109235 -0.8 0.2 0.2
H 8.433123 1.497028 6.127455 -0.2 -0.1 0.5
H 8.915123 1.059298 4.573515 -0.2 -0.3 -0.4
H 9.124353 -0.110142 5.833575 -0.6 -0.6 0.2
C -3.299927 0.111058 -5.174205 1.1 0.3 0.8
O -4.223457 -0.144362 -4.127935 -0.5 0.3 -0.9
C -4.467797 -1.509502 -3.989375 -0.2 -0.2 1.1
C -5.527147 -1.767672 -2.916665 0.1 0.8 -1.0
O -4.979587 -1.623502 -1.601395 -1.2 -1.2 -1.1
C -5.876807 -2.160342 -0.623715 2.6 1.2 0.5
C -5.137617 -2.049912 0.751835 -0.1 0.9 -0.2
O -4.536487 -0.730072 0.966605 -0.8 -1.5 0.1
C -3.799747 -0.657482 2.191285 -1.2 0.2 -0.2
H -2.325347 -0.169242 -4.774545 0.2 -0.3 -0.3
H -3.191387 1.170438 -5.406635 -0.5 0.1 0.5
H -3.489257 -0.376922 -6.130305 -0.4 -0.5 0.0
H -3.608857 -2.094772 -3.661065 0.7 0.3 0.1
H -4.731077 -1.963332 -4.944795 -0.6 0.0 -0.3
H -6.009047 -2.692792 -3.232925 0.5 -1.3 1.0
H -6.407947 -1.148742 -3.087625 0.1 1.1 0.3
H -6.043797 -3.217562 -0.829875 -0.4 -0.1 0.1
H -6.777057 -1.545832 -0.628295 -0.3 -0.2 0.2
H -4.383547 -2.813402 0.943045 0.3 -0.1 -0.6
H -5.925277 -2.314782 1.457205 -0.2 0.5 0.7
H -2.892087 -1.260892 2.203655 0.2 0.1 -0.2
H -4.446007 -0.951162 3.018455 -0.1 -0.5 0.3
H -3.620077 0.395288 2.409195 0.5 0.0 -0.5
C -3.552947 4.164418 -4.129885 -1.1 -0.9 -0.9
O -2.801217 3.011848 -3.778465 0.2 0.8 -0.8
C -1.394227 3.224078 -3.711215 -0.4 -0.3 1.4
C -1.091797 4.027198 -2.470155 0.6 -0.1 1.3
O -1.612347 3.376558 -1.303065 -0.6 0.4 0.4
C -1.412047 4.047248 -0.028525 0.9 -0.2 -1.5
C -1.537827 3.049718 1.096195 -1.3 -0.4 -0.2
O -2.867807 2.543378 1.190465 -1.4 -0.4 0.3
C -3.840797 3.362758 1.861335 1.6 0.6 -0.1
H -3.116387 4.829618 -4.874895 0.9 0.3 0.5
H -4.083487 4.682018 -3.330685 0.8 0.2 0.6
H -4.403877 3.824028 -4.719925 -0.2 -0.6 0.0
H -0.966857 3.723758 -4.580565 -0.2 0.2 -0.3
H -0.895617 2.260968 -3.602095 -0.4 -0.3 -0.1
H -1.449617 5.046928 -2.612285 -0.3 0.3 0.3
H -0.017277 4.071498 -2.292545 0.5 0.3 -0.4
H -2.049177 4.928058 0.051165 -0.3 0.0 0.1
H -0.383177 4.407138 -0.024745 0.3 0.3 0.1
H -1.244107 3.399258 2.085975 0.3 0.6 0.0
H -0.904237 2.192038 0.870285 -0.2 -0.2 -0.2
H -4.851127 2.970328 1.976775 0.4 -0.8 -0.5
H -3.951497 4.327588 1.366405 0.0 0.2 -0.2
H -3.478157 3.581138 2.865785 0.1 0.1 0.4
C 2.234293 -5.124032 3.688905 1.1 0.6 0.5
C 2.596393 -5.320092 2.219275 -1.4 -0.2 0.2
O 3.419063 -4.253332 1.704635 -0.7 1.8 -1.3
C 2.828873 -3.216232 0.980995 -3.1 -0.6 0.3
O 1.612413 -3.075052 0.725895 5.0 -0.6 1.0
C 3.902123 -2.149262 0.478065 -0.4 -0.2 0.6
F 4.145513 -2.317392 -0.810355 -0.2 -0.2 -0.5
F 3.433853 -0.901502 0.648055 -0.1 -0.5 0.1
F 5.071853 -2.236582 1.111185 -0.1 -0.1 0.3
H 1.395343 -5.724112 4.041265 0.0 0.0 -0.4
H 2.035453 -4.066452 3.862355 -0.5 0.0 -0.2
H 3.068533 -5.308792 4.365675 0.2 -0.3 -0.1
H 1.625303 -5.364432 1.726205 0.2 0.3 -0.6
H 3.094473 -6.262202 1.990265 0.3 0.2 0.2
C 0.140243 -2.164452 -6.917995 -0.4 1.4 0.1
C 0.821593 -1.529822 -5.672855 -0.3 -1.6 0.1
O 1.546663 -0.301412 -5.907685 -1.4 2.3 -0.7
C 0.791353 0.832248 -6.062475 -2.1 -0.3 -0.3
O -0.435817 0.946618 -6.063195 3.3 -0.7 0.0
C 1.616923 2.172858 -6.260075 0.3 -1.0 1.3
F 0.995773 3.010818 -7.072305 0.3 -0.3 -0.5
F 1.637653 2.796248 -5.050645 0.5 -0.4 -0.5
F 2.897363 1.937658 -6.667345 -1.2 0.5 0.2
H -0.740207 -1.572402 -7.167755 0.2 0.5 -0.2
H -0.361227 -3.124272 -6.793945 0.8 -0.3 0.6
H 0.807033 -2.174472 -7.780205 0.0 -0.2 0.0
H 1.624633 -2.172512 -5.312055 -0.1 -0.1 0.0
H 0.098523 -1.415092 -4.865335 0.0 0.3 0.1
C 3.001053 2.003598 -1.372265 -0.7 0.7 1.6
C 2.109933 2.133178 -0.115405 -1.2 0.3 -0.4
O 2.565143 2.970218 0.986625 2.1 3.2 0.5
C 2.722973 4.349588 0.823115 -2.3 -0.7 -4.7
O 2.260153 4.970158 -0.184445 2.1 -2.1 4.3
C 3.562273 5.091188 1.923165 0.6 -2.3 0.2
F 3.883363 4.204828 2.911205 -0.4 0.8 -0.4
F 4.754363 5.504168 1.434795 -1.0 0.2 -0.1
F 2.885043 6.093638 2.436935 0.1 0.3 0.0
H 3.224883 3.026828 -1.673935 0.4 -0.2 -0.3
H 2.404973 1.521678 -2.147205 0.1 -0.1 0.1
H 3.866093 1.408618 -1.079345 0.2 0.2 -0.5
H 1.960733 1.163328 0.359175 0.0 0.2 0.0
H 1.131463 2.562608 -0.330535 -0.1 -0.4 -0.5
C -2.125797 -3.393872 -0.765865 0.2 -0.6 0.8
C -1.247747 -3.682742 0.463365 0.1 1.9 -0.5
O -2.047027 -4.186522 1.540825 -0.9 -1.2 1.1
C -1.699107 -3.869422 2.791185 0.4 1.4 -1.6
O -0.805677 -3.101672 3.043605 -0.4 -0.7 1.1
C -2.626277 -4.623902 3.793525 0.2 3.3 -1.0
F -2.858557 -3.942652 4.929585 0.3 -0.1 -0.1
F -3.759227 -4.910332 3.242905 -2.5 0.1 -0.8
F -2.071197 -5.733732 4.026715 2.3 -3.6 1.7
H -1.493297 -3.338812 -1.651875 -0.1 0.0 0.0
H -2.704937 -2.472092 -0.710885 0.3 0.1 0.2
H -2.818737 -4.232542 -0.833455 -0.1 -0.1 -0.4
H -0.838167 -2.755862 0.864915 0.3 0.0 -0.5
H -0.422087 -4.363632 0.256515 -0.2 -0.2 0.1
```
Positions in Å, forces in eV/Å.

Mulliken population analysis, charges in e, atoms 1 to 99: -0.465 0.815 -0.628 -0.497 -0.179 -0.035 -0.493 0.234 -0.489 -0.189 -0.651 -0.447 -0.291 -0.789 0.011 -0.129 0.340 0.287 -0.022 0.001 0.330 0.313 0.371 0.405 0.337 0.334 0.274 0.267 -0.607 -0.291 -0.277 -1.041 0.106 -0.925 -0.157 -0.269 0.169 0.190 0.117 0.474 0.090 0.483 0.449 0.361 0.337 0.369 -0.004 0.533 -0.292 0.481 -0.219 -1.066 0.030 0.070 -0.518 0.029 -0.745 0.504 0.058 -1.044 0.424 0.250 0.234 0.394 -0.342 0.265 0.229 0.390 0.215 0.566 -0.852 0.223 0.274 0.424 -0.956 0.020 -0.303 0.310 -0.475 0.765 -0.268 -0.178 -0.261 0.305 0.198 0.341 0.026 0.344 -1.301 0.417 -0.333 0.452 -0.465 0.727 -0.249 -0.170 -0.268 0.284 0.416